Formula: C4H11NO2
Source: the OMol25 dataset
Level of theory: ωB97M-V/def2-TZVPD

Total charge: 0
Kohn-Sham gap: 10.11 eV
Highest occupied orbital energy: -9.54 eV
Structure (SMILES): CCC(N)=O.CO
LUMO level: 0.6 eV
Energy relative to the best compared isomer or geometry (same formula, charge and spin): 25.0 kcal/mol

The geometry in XYZ format:
```
18
Properties=species:S:1:pos:R:3:nbo_charge:R:1
C -0.79277 -2.02687 -0.47089 -0.62
C 0.39523 -1.97190 0.50301 -0.51
C 0.33518 -0.91243 1.58723 0.68
N -0.11724 0.31083 1.15749 -0.84
O 0.63757 -1.24025 2.71411 -0.61
H -1.70233 -1.86001 0.11561 0.21
H -0.78722 -3.04746 -0.86035 0.22
H -0.69591 -1.41959 -1.36955 0.21
H 0.48442 -2.88482 1.11512 0.24
H 1.29352 -1.84925 -0.14318 0.22
H -0.30667 1.05705 1.79971 0.40
H -0.36372 0.46135 0.19514 0.41
C 0.45304 2.66237 -0.81397 -0.26
O -0.00733 1.80359 -1.78423 -0.72
H 1.16951 2.09314 -0.21786 0.19
H -0.31710 3.15723 -0.18820 0.16
H 1.08069 3.53773 -1.03999 0.16
H -0.75884 2.12929 -2.29922 0.48
```



Formula: CH6N2S
Source: the OMol25 dataset
Level of theory: ωB97M-V/def2-TZVPD

Total charge: 0
Kohn-Sham gap: 8.60 eV
Highest occupied orbital energy: -8.13 eV
LUMO level: 0.5 eV
Energy relative to the best compared isomer or geometry (same formula, charge and spin): 62.7 kcal/mol

The geometry in XYZ format:
```
10
Properties=species:S:1:pos:R:3:nbo_charge:R:1
C -0.01408 0.01928 0.90756 -0.03
N -0.24099 -1.01455 -1.01367 -0.69
N 0.57634 -0.92090 0.15243 -0.41
S -0.06166 2.17973 -0.29253 -0.56
H -1.02342 0.12873 0.90822 0.21
H 0.58652 0.37864 1.74116 0.22
H 0.08834 -1.78072 -1.54988 0.36
H -0.34983 -0.00864 -1.51157 0.40
H 1.54510 -1.21609 0.08901 0.40
H -1.10632 2.23450 0.56926 0.11
```



Formula: C8H20N2O5V
Source: the OMol25 dataset
Level of theory: ωB97M-V/def2-TZVPD

Total charge: +4
Kohn-Sham gap (spin up / spin down): 7.25 / 7.93 eV
Highest occupied orbital energy (spin up / spin down): -25.67 / -25.68 eV
Multiplicity: 2
LUMO level (spin up / spin down): -18.4 / -17.7 eV
<S²>: 0.7632

The geometry in XYZ format:
```
36
Properties=species:S:1:pos:R:3:mulliken_spin:R:1
V -0.08878 -0.13576 0.13215 1.11
C -1.41343 -2.09892 1.92230 0.00
O -1.55021 -1.01734 0.86908 -0.03
C -2.94689 -0.74000 0.36182 0.00
C -2.75652 0.06120 -0.92774 0.01
O -1.44574 0.77512 -0.75893 -0.03
C -1.32955 2.28124 -0.87271 0.01
C -0.70327 2.72884 0.44045 0.00
O 0.14881 1.59386 0.91541 -0.02
C 1.08369 1.91714 2.07405 0.00
H -1.83987 -1.71156 2.84584 0.00
H -0.34570 -2.29342 2.04770 0.00
H -1.93786 -2.98506 1.57079 0.00
H -3.46943 -0.20349 1.15246 0.00
H -3.43185 -1.69851 0.17620 0.00
H -3.54822 0.79753 -1.06293 0.00
H -2.67576 -0.54811 -1.82491 0.00
H -2.32904 2.69741 -0.99361 0.00
H -0.73151 2.47942 -1.75894 0.00
H -1.42347 2.93181 1.23172 0.00
H -0.05431 3.59176 0.29049 0.00
H 1.17829 2.99957 2.09878 0.00
H 2.03425 1.44670 1.84086 0.00
H 0.62112 1.53722 2.98109 0.00
C 4.50268 -0.04987 -1.01153 0.00
O 3.45717 -1.07408 -1.45253 0.00
C 2.26034 -1.15899 -1.17827 0.01
O 1.57198 -0.26555 -0.41413 -0.05
N 1.49674 -2.13970 -1.62654 0.00
N 0.14669 -2.11616 -1.22345 -0.01
H 5.38323 -0.66036 -0.84789 0.00
H 4.14790 0.42559 -0.10450 0.00
H 4.60757 0.62386 -1.85484 0.00
H 1.85652 -2.86503 -2.25078 0.00
H -0.04079 -2.98862 -0.71997 0.00
H -0.43477 -2.13776 -2.06701 0.00
```



Formula: C6H18AlF2O3
Source: the OMol25 dataset
Level of theory: ωB97M-V/def2-TZVPD

Total charge: +1
Kohn-Sham gap: 1.57 eV
Highest occupied orbital energy: -12.60 eV
LUMO level: -11.0 eV
Energy relative to the best compared isomer or geometry (same formula, charge and spin): 159.0 kcal/mol

The geometry in XYZ format:
```
30
Properties=species:S:1:pos:R:3:nbo_charge:R:1
Al 0.21669 -0.72213 -1.80792 1.00
F -3.97173 -2.91452 -0.64575 -0.23
F 2.37881 -4.96825 -0.78594 -0.24
C -0.43098 -0.37566 -8.76697 -0.63
C -1.73229 -0.11846 -7.98605 -0.06
O -1.58151 0.54901 -6.82023 -0.66
H 0.27300 0.45293 -8.68979 0.21
H -0.63337 -0.60158 -9.81391 0.23
H 0.09686 -1.21051 -8.30600 0.21
H -2.27592 -1.05080 -7.83334 0.19
H -2.27510 0.55349 -8.65082 0.17
H -1.33077 1.44545 -7.05508 0.47
C 0.77190 4.68751 3.69899 -0.63
C 1.79760 3.56213 3.43342 -0.06
O 1.70789 3.09804 2.13630 -0.69
H 1.17516 5.62112 3.30676 0.21
H 0.81987 4.80777 4.78128 0.22
H -0.22290 4.55134 3.27480 0.22
H 1.62107 2.74810 4.13648 0.16
H 2.80497 3.90650 3.66734 0.17
H 2.58423 2.83408 1.84656 0.47
C -0.07610 -2.98069 6.09269 -0.63
C -0.61649 -3.07911 4.64867 -0.08
O 0.28472 -2.51527 3.76634 -0.58
H -0.85278 -3.51227 6.64248 0.23
H -0.18507 -1.95275 6.43847 0.22
H 0.92264 -3.38459 6.25847 0.21
H -1.49904 -2.45015 4.76532 0.19
H -0.90514 -4.06834 4.29340 0.21
H 1.13372 -2.91231 3.97408 0.48
```



Calculated total energy list, top to bottom, in Eh: -364.22829, -549.28735, -1744.72317, -906.50712